1.
Formula: C4H6FN2
Source: OMol25
Level of theory: ωB97M-V/def2-TZVPD

Electronic energy: -9930.5049 eV
Orbital gap (alpha / beta): 0.2915 / 0.3581 hartree
Spin multiplicity: 3
HOMO level (alpha / beta): -11.78 / -16.28 eV
Net charge: +1
Lowest unoccupied orbital energy (alpha / beta): -3.8 / -6.5 eV
Relative energy (zero: lowest compared OMol25 entry of this formula, charge and spin): 7.9 kcal/mol

Cartesian coordinates (Å):
F 2.183 2.408 -1.100
N 0.439 -1.278 -0.676
N 0.685 1.383 0.160
C -1.330 0.067 0.189
C 1.713 1.431 -0.477
C -0.130 0.641 0.897
C -0.556 -1.183 0.103
H 0.490 -0.660 -1.538
H -1.511 0.650 -0.643
H -0.046 0.629 1.953
H -2.238 0.089 0.802
H 0.995 -2.109 -0.589
H -0.693 -2.067 0.919

Mulliken population analysis, charges in e, atoms 1 to 6: -0.129, -0.247, -0.235, -0.609, 0.284, -0.025

***

2.
Formula: C4H6FN3O3P
Source: OMol25
Level of theory: ωB97M-V/def2-TZVPD

Electronic energy: -26851.9870 eV
Orbital gap: 0.3825 hartree
HOMO level: -14.45 eV
Net charge: +1
Lowest unoccupied orbital energy: -4.0 eV
Relative energy (zero: lowest compared OMol25 entry of this formula, charge and spin): 69.7 kcal/mol
SMILES: O=NOCc1[nH]cc([PH2]=O)[n+]1F

Cartesian coordinates (Å):
P 2.014 0.523 2.321
F 1.497 1.073 -0.736
O 1.488 1.783 2.855
O -2.054 0.079 -2.252
O -2.924 1.799 -1.253
N -0.860 -1.226 0.126
N -2.161 1.547 -2.067
N 0.713 0.177 -0.159
C -0.288 -0.445 -0.770
C -0.204 -1.106 1.348
C 0.782 -0.201 1.167
C -0.682 -0.238 -2.214
H 3.164 0.696 1.530
H -0.112 0.607 -2.593
H -0.484 -1.632 2.236
H -1.667 -1.809 -0.041
H 2.263 -0.480 3.272
H -0.485 -1.147 -2.768

Mulliken population analysis, charges in e, atoms 1 to 6: 0.376, -0.174, -0.544, -0.258, -0.219, -0.023

***

3.
Formula: C4H6FNO
Source: OMol25
Level of theory: ωB97M-V/def2-TZVPD

Electronic energy: -10498.1549 eV
Orbital gap: 0.3698 hartree
HOMO level: -9.43 eV
Lowest unoccupied orbital energy: 0.6 eV
Relative energy (zero: lowest compared OMol25 entry of this formula, charge and spin): 46.1 kcal/mol
SMILES: CN=C=O.C=CF

Cartesian coordinates (Å):
F 1.988 1.204 -0.234
O -0.222 -1.520 0.339
N -2.002 0.037 0.103
C 2.149 -0.019 0.250
C 3.223 -0.765 -0.090
C -2.994 0.972 -0.049
C -1.123 -0.797 0.119
H -2.946 1.265 -1.115
H -4.046 0.672 0.076
H 3.464 -1.843 0.036
H 3.797 -0.450 -0.927
H -2.711 1.775 0.635
H 1.424 -0.530 0.857

Mulliken population analysis, charges in e, atoms 1 to 6: -0.242, -0.541, -0.199, 0.119, -0.742, -0.561

***

4.
Formula: C4H6FNO2
Source: OMol25
Level of theory: ωB97M-V/def2-TZVPD

Electronic energy: -12543.9795 eV
Orbital gap: 0.3255 hartree
HOMO level: -8.76 eV
Lowest unoccupied orbital energy: 0.1 eV
Relative energy (zero: lowest compared OMol25 entry of this formula, charge and spin): 94.8 kcal/mol

Cartesian coordinates (Å):
F -1.831 1.458 -0.253
O 2.139 -0.971 -0.613
O -3.281 -0.763 -0.074
N 0.864 1.601 0.164
C -2.078 -0.843 -0.026
C -1.141 0.374 -0.090
C 0.191 0.505 0.263
C 1.074 -0.725 0.484
H 0.416 -1.723 0.543
H 1.837 1.519 -0.061
H 1.374 -0.373 -1.489
H 1.559 -0.704 1.531
H -1.604 -1.820 0.028
H 0.480 2.465 -0.409

Mulliken population analysis, charges in e, atoms 1 to 6: -0.273, -0.534, -0.477, -0.478, -0.142, 0.674

***

- Which of these has the lowest electronic energy?
  C4H6FN3O3P

***

- Among the records above, which one has the highest relative energy (zero: lowest compared OMol25 entry of this formula, charge and spin)?
  C4H6FNO2

***

What did the third record say?
Formula: C4H6FNO
Source: OMol25
Level of theory: ωB97M-V/def2-TZVPD

Electronic energy: -10498.1549 eV
Orbital gap: 0.3698 hartree
HOMO level: -9.43 eV
Lowest unoccupied orbital energy: 0.6 eV
Relative energy (zero: lowest compared OMol25 entry of this formula, charge and spin): 46.1 kcal/mol
SMILES: CN=C=O.C=CF

Cartesian coordinates (Å):
F 1.988 1.204 -0.234
O -0.222 -1.520 0.339
N -2.002 0.037 0.103
C 2.149 -0.019 0.250
C 3.223 -0.765 -0.090
C -2.994 0.972 -0.049
C -1.123 -0.797 0.119
H -2.946 1.265 -1.115
H -4.046 0.672 0.076
H 3.464 -1.843 0.036
H 3.797 -0.450 -0.927
H -2.711 1.775 0.635
H 1.424 -0.530 0.857

Mulliken population analysis, charges in e, atoms 1 to 6: -0.242, -0.541, -0.199, 0.119, -0.742, -0.561

***

- Among the records above, which one has the lowest relative energy (zero: lowest compared OMol25 entry of this formula, charge and spin)?
  C4H6FN2